# 1
Computed, not measured: C21H27BN2OP2Tb as an isolated structure at a distorted geometry, with the ωB97M-V functional and the def2-TZVPD basis.

```
55
Properties=species:S:1:pos:R:3:mulliken_charge:R:1
C 0.64813 -3.86963 -0.70591 -0.66
C 0.34922 -2.52991 -0.89342 0.06
C -0.58567 -1.92769 -0.01059 0.86
C -1.24578 -2.66215 0.96613 -0.24
C -0.95877 -4.01133 1.10117 -0.91
C 0.00777 -4.61386 0.29059 -1.12
C -2.24324 -1.90643 1.85393 0.23
C -2.82992 -0.61451 1.22157 -0.57
C -2.06724 0.00394 0.25119 0.70
C -2.49178 1.21418 -0.37224 0.08
C -3.67380 1.78981 0.07247 -0.55
C -4.43627 1.18069 1.06915 -1.10
C -4.02210 -0.03371 1.62564 -0.82
H 1.36241 -4.38911 -1.35059 0.46
H -1.49642 -4.53450 1.87554 0.56
H 0.24295 -5.66422 0.45108 0.39
H -3.17817 -2.51775 1.64557 0.73
H -4.05059 2.71629 -0.36942 0.47
H -5.36127 1.62747 1.42523 0.40
H -4.57356 -0.55973 2.39183 0.55
N -0.76347 -0.51251 -0.03896 0.24
Tb 0.75188 0.63878 0.46657 0.87
C 0.96546 -1.76233 -2.04400 -1.32
H 0.20737 -1.18777 -2.58921 0.43
H 1.44058 -2.44741 -2.76164 0.56
C -1.71715 1.83601 -1.51270 -1.34
H -1.36753 1.07295 -2.21956 0.39
H -2.33835 2.54793 -2.07473 0.65
P 2.30420 -0.52150 -1.55881 0.99
P -0.18167 2.82144 -0.99817 0.85
C -0.98617 4.27108 -0.24288 -1.20
H -0.20862 4.83448 0.28689 0.40
H -1.43381 4.93449 -0.99383 0.38
H -1.75533 3.97965 0.48151 0.36
C 0.39015 3.49182 -2.59814 -1.16
H -0.40473 4.04978 -3.11451 0.40
H 1.22436 4.17599 -2.38663 0.40
H 0.74545 2.67409 -3.24114 0.25
C 3.63425 -1.67982 -1.09061 -1.24
H 4.20298 -2.02439 -1.96296 0.38
H 4.31913 -1.13100 -0.43364 0.39
H 3.25504 -2.54866 -0.54097 0.35
C 2.88460 0.07587 -3.18660 -1.32
H 3.62894 0.86208 -2.99565 0.40
H 3.36017 -0.72660 -3.76966 0.42
H 2.04885 0.50226 -3.75908 0.34
C -1.14203 -1.13601 2.92363 -0.45
O -0.24374 -0.36199 3.01628 -0.29
H -2.63039 -2.38135 2.70610 1.21
B 3.66871 1.19307 4.39493 0.22
C 2.89146 1.09410 3.09661 0.02
N 2.29303 1.01316 2.09342 -0.77
H 2.95328 1.75677 5.20334 -0.10
H 4.67138 1.83898 4.15726 -0.11
H 3.93584 0.05871 4.74864 -0.10
```

HOMO (spin up / spin down) (Ha): -0.376 / -0.377
Energy relative to the best compared isomer or geometry (same formula, charge and spin) (eV): 0.000
HOMO-LUMO gap (spin up / spin down) (Ha): 0.233 / 0.245
Net charge: +1
Spin multiplicity: 7



# 2
Computed, not measured: C29H35CuFN4O6 as an isolated structure at a distorted geometry, with the ωB97M-V functional and the def2-TZVPD basis.

```
76
Properties=species:S:1:pos:R:3:mulliken_charge:R:1
C -0.89536 -2.41852 -6.73157 -0.03
C -1.59002 -1.33520 -7.02921 0.22
H -1.31265 -3.15894 -6.09002 0.29
H 0.14526 -2.55624 -6.64896 0.25
C -2.09353 -0.05463 -6.67746 1.37
C -2.06292 0.61570 -5.54540 -1.16
H -2.30712 0.33971 -4.48438 0.37
H -1.57805 1.70980 -5.57670 0.18
C -1.91737 -1.92870 -8.35551 -1.46
H -1.58961 -2.96548 -8.47661 0.33
H -1.40656 -1.34619 -9.13385 0.40
H -3.01085 -1.92988 -8.41534 0.40
C -2.58101 0.70648 -7.90634 -1.26
H -3.52980 0.20061 -8.17235 0.35
H -1.84547 0.60189 -8.72952 0.30
H -2.77318 1.76350 -7.67526 0.43
Cu 0.32478 0.17526 0.06712 0.30
O -0.08070 0.00514 -1.73315 -0.87
C 1.13691 -0.06944 -2.21319 1.36
O 1.18717 1.87322 -0.33527 -0.61
C 1.73747 2.08092 -1.46989 0.31
O 2.37089 3.18868 -1.78076 -0.35
N 1.79767 1.12397 -2.44805 0.31
C 3.02227 2.96434 -3.08722 -0.48
C 2.37358 1.76174 -3.70410 -0.36
H 4.08098 2.78680 -2.90909 0.25
H 2.88871 3.89664 -3.62441 0.36
H 3.03967 1.02682 -4.16211 0.42
H 1.58072 2.09207 -4.40574 0.19
C 1.43749 -1.44308 -2.60288 -0.24
C 0.62277 -2.42695 -2.30766 -0.75
H 1.67755 -1.49492 -3.65022 0.26
H -0.12883 -1.75646 -2.76703 0.15
H 0.36243 -3.29664 -2.96974 0.29
F -1.44645 3.09346 5.81567 -0.36
C -0.89912 1.83751 5.66565 0.43
C -0.74141 1.35958 4.39449 -0.97
C -0.18323 0.08052 4.21591 0.13
C 0.13410 -0.35202 2.87786 1.94
O 0.04332 0.48951 1.91155 -0.88
C 0.61524 -1.68973 2.71300 -0.59
C 0.99222 -2.40273 3.83398 -0.33
N 0.66823 -2.01295 5.11050 0.14
C 0.90490 -2.90211 6.17428 -0.19
C 1.00103 -4.36927 5.90671 -0.72
C 2.22994 -3.58542 6.20758 -0.53
C 0.17093 -0.71932 5.33054 -0.21
C 0.07088 -0.17565 6.61619 -0.14
C -0.47663 1.11633 6.80965 -0.15
N -0.55409 1.64524 8.08850 0.14
C 0.52061 1.41036 9.03675 -0.79
C -0.07147 0.89045 10.33649 -0.62
N -1.08665 1.88756 10.76128 -0.11
C -2.16222 2.21792 9.79917 -0.79
C -1.49155 2.66451 8.50615 -0.71
C 0.75898 -2.36492 1.36007 0.34
O 1.25075 -3.45378 1.32283 -0.70
O 0.26656 -1.69812 0.34647 -0.68
H -1.02329 1.94617 3.52618 0.55
H 1.51697 -3.35111 3.75017 0.77
H 0.45073 -2.62405 7.12025 0.60
H 0.63199 -5.01917 6.70114 0.27
H 0.85404 -4.72749 4.88754 0.23
H 2.91541 -3.38455 5.38025 0.26
H 2.67653 -3.71696 7.19467 0.29
H 0.40825 -0.75190 7.47781 0.01
H 1.06814 2.35641 9.22511 0.23
H 1.22764 0.68730 8.61950 0.47
H -0.59537 -0.05946 10.20538 0.38
H 0.68052 0.79221 11.12286 0.40
H -1.50928 1.59110 11.64312 0.36
H -0.57933 2.76097 10.91014 0.40
H -2.78575 3.00855 10.22231 0.41
H -2.76017 1.31370 9.66287 0.35
H -0.94947 3.61327 8.67775 0.34
H -2.24862 2.82272 7.73844 0.48
```

HOMO (spin up / spin down) (Ha): -0.359 / -0.359
HOMO-LUMO gap (spin up / spin down) (Ha): 0.101 / 0.101
Net charge: +2
Spin multiplicity: 2